{
  "formula": "C5H6O",
  "method": "wB97M-V/def2-TZVPD",
  "smiles": "CCC#CC=O",
  "spin_multiplicity": 1,
  "homo_ev": -10.34,
  "max_force_ha_per_bohr": 0.0107,
  "de_lowest_kcal_mol": 40.9,
  "total_energy_ev": -7327.5130,
  "species": ["C", "C", "C", "C", "C", "O", "H", "H", "H", "H", "H", "H"],
  "xyz": [[0.005, 0.850, -1.794], [0.801, 0.882, -0.482], [0.230, -0.004, 0.535], [-0.251, -0.778, 1.329], [-0.815, -1.728, 2.271], [-1.352, -2.760, 1.935], [-0.194, -0.182, -2.094], [-0.955, 1.360, -1.685], [0.561, 1.346, -2.596], [0.858, 1.904, -0.090], [1.834, 0.565, -0.666], [-0.723, -1.453, 3.337]],
  "forces_ev_per_a": [[-0.1, 0.0, -0.1], [0.0, 0.0, 0.0], [-0.2, -0.3, 0.4], [0.2, 0.3, -0.4], [-0.1, -0.3, -0.1], [0.2, 0.4, 0.1], [0.1, 0.1, 0.0], [0.1, -0.1, 0.0], [-0.1, -0.1, 0.1], [0.0, -0.1, 0.0], [-0.1, 0.0, 0.1], [0.0, 0.0, -0.1]]
}

=====

{
  "formula": "C5H6O",
  "method": "wB97M-V/def2-TZVPD",
  "smiles": "C#CC[C@H]1CO1",
  "spin_multiplicity": 1,
  "homo_ev": -10.04,
  "max_force_ha_per_bohr": 0.0150,
  "de_lowest_kcal_mol": 80.0,
  "total_energy_ev": -7325.8174,
  "species": ["C", "C", "C", "C", "C", "O", "H", "H", "H", "H", "H", "H"],
  "xyz": [[2.060, 0.411, -0.105], [1.447, -0.613, 0.063], [0.149, -1.259, 0.322], [-0.610, 0.050, 0.530], [-1.091, 0.775, -0.626], [-2.016, 0.208, 0.286], [2.411, 1.407, -0.250], [0.126, -1.923, 1.192], [-0.228, -1.816, -0.542], [-0.226, 0.614, 1.379], [-1.035, 0.288, -1.599], [-0.987, 1.858, -0.649]],
  "forces_ev_per_a": [[0.0, -0.3, 0.0], [0.3, 0.4, -0.1], [-0.1, 0.1, 0.0], [-0.7, -0.1, 0.2], [0.4, 0.3, -0.4], [0.1, -0.4, 0.3], [0.5, -0.3, 0.0], [0.1, 0.2, -0.1], [0.1, 0.1, 0.1], [-0.2, 0.0, -0.1], [-0.1, 0.1, 0.1], [-0.3, 0.0, 0.1]]
}

=====

{
  "formula": "C5H6O",
  "method": "wB97M-V/def2-TZVPD",
  "smiles": "C=C=COC=C",
  "spin_multiplicity": 1,
  "homo_ev": -9.58,
  "max_force_ha_per_bohr": 0.0076,
  "de_lowest_kcal_mol": 66.0,
  "total_energy_ev": -7326.4220,
  "species": ["C", "C", "C", "O", "C", "C", "H", "H", "H", "H", "H", "H"],
  "xyz": [[2.350, 0.775, -0.462], [1.561, -0.211, -0.121], [0.695, -1.143, 0.188], [-0.580, -1.108, -0.381], [-1.482, -0.476, 0.451], [-2.146, 0.623, 0.123], [2.290, 1.720, 0.084], [3.060, 0.687, -1.289], [0.872, -1.966, 0.887], [-1.587, -0.971, 1.420], [-2.876, 1.013, 0.833], [-2.004, 1.127, -0.835]],
  "forces_ev_per_a": [[-0.2, -0.2, 0.1], [0.0, 0.0, 0.0], [0.2, 0.2, 0.1], [0.0, 0.2, -0.2], [0.0, 0.0, 0.3], [-0.1, -0.2, -0.1], [0.2, -0.3, -0.1], [-0.3, 0.1, 0.2], [0.1, 0.3, -0.2], [-0.1, 0.2, -0.1], [0.2, 0.0, -0.3], [0.0, -0.2, 0.3]]
}

=====

{
  "formula": "C5H6O",
  "method": "wB97M-V/def2-TZVPD",
  "smiles": "CCC#CC=O",
  "spin_multiplicity": 1,
  "homo_ev": -10.20,
  "max_force_ha_per_bohr": 0.0235,
  "de_lowest_kcal_mol": 44.2,
  "total_energy_ev": -7327.3677,
  "species": ["C", "C", "C", "C", "C", "O", "H", "H", "H", "H", "H", "H"],
  "xyz": [[0.437, -1.006, -1.589], [1.061, -0.660, -0.239], [0.226, 0.256, 0.508], [-0.429, 1.088, 1.051], [-1.516, 1.639, 1.812], [-2.667, 1.495, 1.469], [-0.520, -1.521, -1.459], [0.250, -0.093, -2.164], [1.119, -1.649, -2.146], [2.010, -0.130, -0.358], [1.236, -1.553, 0.370], [-1.207, 2.134, 2.745]],
  "forces_ev_per_a": [[0.0, -0.1, -0.1], [0.0, 0.1, 0.1], [0.9, -0.6, -0.6], [-1.0, 0.4, 0.5], [-0.3, 0.0, -0.1], [0.3, 0.3, 0.4], [0.2, 0.1, 0.0], [0.1, -0.2, 0.1], [-0.1, 0.0, -0.1], [0.2, -0.3, -0.2], [0.1, 0.1, -0.1], [-0.3, 0.2, 0.1]]
}

=====

{
  "formula": "C5H6O",
  "method": "wB97M-V/def2-TZVPD",
  "smiles": "O=C[C@H]1C=CC1",
  "spin_multiplicity": 1,
  "homo_ev": -9.43,
  "max_force_ha_per_bohr": 0.0149,
  "de_lowest_kcal_mol": 38.9,
  "total_energy_ev": -7327.5974,
  "species": ["O", "C", "C", "C", "C", "C", "H", "H", "H", "H", "H", "H"],
  "xyz": [[-1.504, -0.159, -1.696], [-1.209, 0.719, -0.919], [0.074, 0.732, -0.109], [-0.246, -0.020, 1.186], [0.456, -1.100, 0.836], [0.987, -0.486, -0.444], [-1.933, 1.528, -0.667], [0.538, 1.731, -0.040], [-0.899, 0.235, 2.018], [0.582, -2.095, 1.261], [2.058, -0.263, -0.400], [0.745, -0.987, -1.388]],
  "forces_ev_per_a": [[0.1, 0.7, 0.3], [0.0, -0.3, -0.2], [0.0, -0.1, -0.2], [0.1, -0.1, 0.2], [-0.1, 0.0, -0.1], [0.2, -0.1, -0.1], [0.1, -0.1, -0.2], [-0.3, -0.3, 0.0], [0.2, -0.1, -0.1], [0.0, 0.3, 0.0], [-0.1, 0.1, -0.1], [0.1, 0.1, 0.3]]
}

=====

{
  "formula": "C5H6O",
  "method": "wB97M-V/def2-TZVPD",
  "smiles": "CC#C[C@H]1CO1",
  "spin_multiplicity": 1,
  "homo_ev": -9.54,
  "max_force_ha_per_bohr": 0.0209,
  "de_lowest_kcal_mol": 74.5,
  "total_energy_ev": -7326.0536,
  "species": ["C", "C", "C", "C", "C", "O", "H", "H", "H", "H", "H", "H"],
  "xyz": [[2.461, 0.691, 0.022], [1.018, 0.843, 0.101], [-0.150, 0.620, -0.097], [-1.240, -0.243, -0.496], [-2.194, -0.762, 0.482], [-2.588, 0.186, -0.496], [3.067, 0.874, 0.907], [2.437, -0.400, -0.104], [2.883, 1.231, -0.837], [-0.973, -0.882, -1.341], [-2.152, -0.382, 1.501], [-2.569, -1.776, 0.358]],
  "forces_ev_per_a": [[0.0, -0.4, 0.0], [-0.7, 0.2, -0.1], [0.6, -0.1, 0.0], [0.1, -0.1, 0.0], [-0.1, -0.2, 0.2], [-0.2, 0.2, 0.0], [-0.3, 0.3, 0.1], [1.0, 0.1, -0.4], [-0.1, -0.4, 0.2], [-0.1, 0.1, 0.1], [0.0, -0.1, -0.1], [-0.1, 0.2, 0.0]]
}